Entry 1:
# C4H8N

A gas-phase ion, C4H8N (charge +1) in a non-equilibrium geometry (the ωB97M-V functional and the def2-TZVPD basis, OMol25).

Last column: Mulliken charge in e.
CARTESIAN COORDINATES (ANGSTROEM)
C 0.52346 0.70487 1.49595  -0.313
C -0.75401 0.87165 1.53942  -0.037
C 0.97376 -0.16606 0.38196  -0.338
C -0.56294 -0.30528 -1.62162  -0.876
N -0.32696 -0.59548 -0.23878  -0.253
H 1.20771 1.15821 2.21386  0.400
H -1.74094 1.18877 1.77317  0.435
H 1.59061 0.38641 -0.33407  0.344
H 1.55449 -1.02672 0.73128  0.360
H -0.77973 0.75266 -1.76163  0.291
H 0.31530 -0.55596 -2.23151  0.354
H -1.41883 -0.87327 -1.97626  0.349
H -0.58191 -1.53981 0.02824  0.284

* energy relative to the best compared isomer or geometry (same formula, charge and spin): 2.818 eV
* E_LUMO (spin up / spin down): -6.480 / -6.480 eV
* HOMO level (spin up / spin down): -14.798 / -14.799 eV
* gap between HOMO and LUMO (spin up / spin down): 0.306 / 0.306 Ha
* charge: +1

***

Entry 2:
# C4H8N

A gas-phase ion, C4H8N (charge +1) in a non-equilibrium geometry (the ωB97M-V functional and the def2-TZVPD basis, OMol25).

Last column: Mulliken charge in e.
CARTESIAN COORDINATES (ANGSTROEM)
C 0.65953 0.15809 0.19346  0.589
C -0.23629 1.36298 0.21789  -0.448
C 1.97936 -0.40218 0.06685  -0.927
C -1.85977 -0.66146 -0.31365  -0.676
N -0.63306 0.02256 -0.24215  0.003
H -0.62266 1.65409 1.25649  0.264
H -0.12319 2.19654 -0.41328  0.275
H 2.06511 -1.34850 -0.57276  0.322
H 2.29485 -0.64329 1.10097  0.308
H 2.77664 0.31240 -0.25870  0.313
H -1.95327 -1.51804 0.42572  0.313
H -1.85673 -1.23647 -1.27207  0.297
H -2.49052 0.10328 -0.18877  0.367

* energy relative to the best compared isomer or geometry (same formula, charge and spin): 2.223 eV
* E_LUMO: -5.482 eV
* SMILES: CC1=[N+](C)C1
* HOMO level: -15.613 eV
* gap between HOMO and LUMO: 0.372 Ha
* charge: +1

***

Entry 3:
# C4H8N

A gas-phase ion, C4H8N (charge +1) in a non-equilibrium geometry (the ωB97M-V functional and the def2-TZVPD basis, OMol25).

Last column: Mulliken charge in e.
CARTESIAN COORDINATES (ANGSTROEM)
C -1.83552 -0.04613 -0.33274  -0.344
C -0.87522 0.41080 0.89988  -0.231
C -0.55885 -0.30577 -1.11921  -0.358
C 1.55415 -0.21547 0.51050  -0.870
N 0.31512 0.37103 0.08317  -0.079
H -2.86482 -0.05771 -0.33395  0.446
H -0.89451 0.83279 1.92953  0.360
H -0.19404 -1.43456 -1.07182  0.266
H -0.48274 0.16823 -2.16123  0.333
H 1.86011 0.39623 1.42141  0.317
H 1.30579 -1.18052 0.78687  0.390
H 2.17898 -0.20913 -0.28713  0.393
H 0.49156 1.27020 -0.32528  0.377

* energy relative to the best compared isomer or geometry (same formula, charge and spin): 3.168 eV
* E_LUMO: -4.731 eV
* SMILES: C[N@@H+]1C=CC1
* HOMO level: -14.347 eV
* gap between HOMO and LUMO: 0.353 Ha
* charge: +1

***

Entry 4:
# C4H8N2

A single C4H8N2 molecule (the ωB97M-V functional and the def2-TZVPD basis, OMol25).

Last column: Mulliken charge in e.
CARTESIAN COORDINATES (ANGSTROEM)
C 1.91157 -0.06761 -0.10366  -0.457
N 1.09440 -1.17690 0.36671  -0.640
C 0.62360 -0.39293 -0.76423  -0.108
C -0.57989 0.46482 -0.46935  -0.129
C -1.76570 -0.14396 0.18257  -0.397
N -0.83132 0.67254 0.95423  -0.597
H 2.86499 -0.45822 -0.44077  0.271
H 1.93023 0.88870 0.42357  0.220
H 0.61775 -0.87097 1.21375  0.346
H 0.61105 -0.87619 -1.74481  0.337
H -0.76664 1.30023 -1.14367  0.411
H -1.76209 -1.20378 0.43528  0.209
H -2.74530 0.26734 -0.04878  0.296
H -1.20265 1.59693 1.13916  0.240

* energy relative to the best compared isomer or geometry (same formula, charge and spin): 2.200 eV
* E_LUMO: 1.080 eV
* SMILES: C1N[C@H]1[C@H]1CN1
* HOMO level: -9.191 eV
* gap between HOMO and LUMO: 0.377 Ha

***

Entry 5:
# C4H8N2

A single C4H8N2 molecule in a non-equilibrium geometry (the ωB97M-V functional and the def2-TZVPD basis, OMol25).

Last column: Mulliken charge in e.
CARTESIAN COORDINATES (ANGSTROEM)
C 0.23898 -0.74227 -1.49119  -0.693
C 0.32403 0.00728 -0.21553  1.113
N 0.70773 1.38436 -0.24616  -0.627
C -0.75525 -0.32122 0.75205  -0.356
C -1.40464 0.57260 1.48269  -0.866
N 1.35055 -0.98874 -0.49513  -0.664
H 1.11294 1.64617 0.64712  0.266
H 1.40849 1.52762 -0.96439  0.265
H 1.25640 -1.83349 0.06233  0.260
H 0.53775 -0.24652 -2.40571  0.222
H -0.50091 -1.52374 -1.61745  0.247
H -0.96184 -1.37884 0.85815  0.241
H -1.18634 1.62330 1.41099  0.327
H -2.12790 0.27346 2.22223  0.266

* energy relative to the best compared isomer or geometry (same formula, charge and spin): 1.624 eV
* E_LUMO: 1.122 eV
* SMILES: C=C[C@]1(N)CN1
* HOMO level: -9.130 eV
* gap between HOMO and LUMO: 0.377 Ha

***

Entry 6:
# C4H8N2

A single C4H8N2 molecule (the ωB97M-V functional and the def2-TZVPD basis, OMol25).

Last column: Mulliken charge in e.
CARTESIAN COORDINATES (ANGSTROEM)
C 0.88884 -0.95755 0.88859  -1.359
C -0.41365 -0.44273 0.29176  0.303
C -0.41393 -0.35772 -1.25840  -0.544
C -0.21063 1.67693 -0.49504  -0.064
H 1.76756 -0.45190 0.46641  0.339
H 0.87979 -0.84642 1.97559  0.364
H 1.01956 -2.01675 0.68669  0.344
H -1.23389 -1.04444 0.67867  0.223
H 0.25893 -1.06793 -1.72535  0.320
H -1.43102 -0.53317 -1.66570  0.285
H -0.03268 2.74012 -0.39319  0.381
H -0.40198 1.30643 1.53210  0.261
N -0.05374 1.03430 -1.59069  -0.537
N -0.62316 0.96084 0.60855  -0.317

* energy relative to the best compared isomer or geometry (same formula, charge and spin): 0.184 eV
* E_LUMO: 1.012 eV
* SMILES: C[C@@H]1CN=CN1
* HOMO level: -8.669 eV
* gap between HOMO and LUMO: 0.356 Ha

***

Entry 7:
# C4H8N2

A single C4H8N2 molecule in a non-equilibrium geometry (the ωB97M-V functional and the def2-TZVPD basis, OMol25).

Last column: Mulliken charge in e.
CARTESIAN COORDINATES (ANGSTROEM)
C -0.86477 -1.04962 -0.64472  -1.377
C -0.06159 0.00472 0.08879  1.462
C -0.25451 1.41154 -0.43927  -1.379
N 1.55466 -0.39305 0.18139  -0.706
C -0.03474 -0.11715 1.50026  0.026
N -0.28486 -0.15103 2.65204  -0.547
H -0.64099 -2.05284 -0.26800  0.338
H -0.64039 -1.00993 -1.71673  0.353
H -1.93830 -0.87078 -0.50971  0.342
H -0.02607 1.44180 -1.51079  0.354
H 0.38952 2.12435 0.08582  0.338
H -1.29419 1.73052 -0.29893  0.343
H 2.21727 0.27519 0.50240  0.226
H 1.83185 -1.33008 0.37422  0.227

* energy relative to the best compared isomer or geometry (same formula, charge and spin): 1.539 eV
* E_LUMO: 0.807 eV
* SMILES: CC(C)(N)C#N
* HOMO level: -8.927 eV
* gap between HOMO and LUMO: 0.358 Ha

***

Entry 8:
# C4H8N2

A single C4H8N2 molecule in a non-equilibrium geometry (the ωB97M-V functional and the def2-TZVPD basis, OMol25).

Last column: Mulliken charge in e.
CARTESIAN COORDINATES (ANGSTROEM)
C -0.40411 1.34214 0.24900  -0.983
N -0.44888 0.04444 -0.40391  -0.018
C -1.20663 -0.94280 0.34277  -0.942
C 0.83907 -0.40845 -0.88400  -0.578
C 1.98221 -0.16888 0.03514  0.326
N 2.86106 0.07443 0.74710  -0.417
H -1.39588 1.57416 0.64659  0.324
H -0.13327 2.12185 -0.47157  0.284
H 0.31515 1.38116 1.08535  0.370
H -0.84059 -1.12210 1.36832  0.335
H -1.20378 -1.89312 -0.20083  0.336
H -2.24728 -0.60538 0.40383  0.327
H 1.08300 0.08562 -1.83237  0.319
H 0.79993 -1.48307 -1.08544  0.318

* energy relative to the best compared isomer or geometry (same formula, charge and spin): 0.865 eV
* E_LUMO: 0.855 eV
* SMILES: CN(C)CC#N
* HOMO level: -9.173 eV
* gap between HOMO and LUMO: 0.369 Ha

***

Entry 9:
# C4H8N2

A single C4H8N2 molecule in a non-equilibrium geometry (the ωB97M-V functional and the def2-TZVPD basis, OMol25).

Last column: Mulliken charge in e.
CARTESIAN COORDINATES (ANGSTROEM)
C 1.19987 -1.31635 0.41282  -1.059
C 0.85112 0.06452 -0.15014  -0.546
C -0.54654 0.56234 0.23985  0.179
N -0.78684 1.86190 -0.36669  -0.650
C -1.56795 -0.45370 -0.13326  0.160
N -2.36779 -1.23024 -0.44527  -0.440
H 0.29817 -1.91789 0.56859  0.334
H 1.72536 -1.25160 1.37010  0.284
H 1.83216 -1.87001 -0.28571  0.300
H 1.55900 0.83205 0.17879  0.373
H 0.89935 0.05115 -1.24590  0.287
H -0.60282 0.67650 1.32936  0.247
H -0.79976 1.76274 -1.37836  0.265
H -1.69331 2.22860 -0.09418  0.266

* energy relative to the best compared isomer or geometry (same formula, charge and spin): 0.265 eV
* E_LUMO: 0.951 eV
* SMILES: CC[C@@H](N)C#N
* HOMO level: -10.374 eV
* gap between HOMO and LUMO: 0.416 Ha

***

Entry 10:
# C4H8N2

A single C4H8N2 molecule in a non-equilibrium geometry (the ωB97M-V functional and the def2-TZVPD basis, OMol25).

Last column: Mulliken charge in e.
CARTESIAN COORDINATES (ANGSTROEM)
C -0.93642 1.32026 -0.28176  -1.136
C -0.33405 0.30604 0.64935  -0.057
C 1.57318 -0.60976 -0.64907  -0.822
N 0.21184 -0.86421 -0.10923  -0.253
C -1.05453 -0.14722 1.76672  0.210
N -1.58119 -0.55211 2.73151  -0.553
H -1.75443 0.93511 -0.92519  0.291
H -0.19005 1.77591 -0.94843  0.309
H -1.35591 2.13955 0.30789  0.331
H 1.90817 -1.45359 -1.25939  0.364
H 2.22918 -0.44583 0.20422  0.338
H 1.53312 0.30094 -1.24669  0.280
H 0.25129 -1.65865 0.53287  0.344
H -0.40383 -1.16160 -0.88438  0.354

* energy relative to the best compared isomer or geometry (same formula, charge and spin): 2.458 eV
* E_LUMO: 0.324 eV
* HOMO level: -7.078 eV
* gap between HOMO and LUMO: 0.272 Ha

***

Entry 11:
# C4H8N2

A single C4H8N2 molecule (the ωB97M-V functional and the def2-TZVPD basis, OMol25).

Last column: Mulliken charge in e.
CARTESIAN COORDINATES (ANGSTROEM)
C -1.23785 1.31580 0.77748  -0.528
N 0.16581 1.65898 0.57237  -0.622
C -0.49207 0.77486 -0.37927  -0.137
C -0.12855 -0.68507 -0.38983  -0.057
C 1.18729 -1.14087 -0.88647  -0.383
N 0.91726 -1.08296 0.55025  -0.594
H -1.94178 2.13357 0.63959  0.270
H -1.49584 0.61817 1.57421  0.233
H 0.74869 1.07920 1.17735  0.336
H -0.65302 1.21429 -1.36333  0.348
H -0.96407 -1.37263 -0.52487  0.391
H 1.90365 -0.40817 -1.25092  0.234
H 1.24385 -2.11642 -1.36596  0.287
H 0.74539 -2.01113 0.92376  0.222

* energy relative to the best compared isomer or geometry (same formula, charge and spin): 2.119 eV
* E_LUMO: 1.092 eV
* SMILES: C1N[C@H]1[C@H]1CN1
* HOMO level: -9.238 eV
* gap between HOMO and LUMO: 0.380 Ha

***

Entry 12:
# C4H8N2

A single C4H8N2 molecule (the ωB97M-V functional and the def2-TZVPD basis, OMol25).

Last column: Mulliken charge in e.
CARTESIAN COORDINATES (ANGSTROEM)
C -1.36133 -0.04749 -0.72673  -0.587
N -2.11423 1.18576 -0.46118  -0.601
C 0.13719 0.11248 -0.78970  -0.318
C 0.98491 -0.38492 0.09623  0.136
C 1.36795 -1.10925 1.29643  -0.229
N 2.34043 -0.35837 0.45586  -0.573
H -1.74627 -0.45747 -1.66612  0.342
H -1.60270 -0.77351 0.05581  0.308
H -2.18056 1.74424 -1.30583  0.247
H 0.56169 0.71118 -1.59520  0.339
H -1.59871 1.74239 0.22616  0.249
H 1.53055 -2.18432 1.27391  0.210
H 1.08552 -0.71810 2.27259  0.223
H 2.59558 0.53738 0.86777  0.253

* energy relative to the best compared isomer or geometry (same formula, charge and spin): 2.168 eV
* E_LUMO: 1.008 eV
* SMILES: NC/C=C1\CN1
* HOMO level: -8.773 eV
* gap between HOMO and LUMO: 0.359 Ha